Record 1
A structure of composition C32H60N2OOsP3. Source: the OMol25 dataset; level of theory: ωB97M-V/def2-TZVPD.

Cartesian coordinates (Å):
C: -1.32 1.91 -1.41
C: -2.30 0.45 0.15
C: -2.57 2.45 -1.73
C: -3.58 0.90 -0.18
C: -3.70 1.92 -1.11
H: -2.61 3.22 -2.49
H: -4.43 0.42 0.31
H: -4.70 2.30 -1.37
N: -1.21 1.02 -0.40
P: 1.11 0.81 -2.18
P: -0.44 -0.48 2.06
C: -0.07 2.23 -2.21
H: -0.31 2.42 -3.26
H: 0.41 3.14 -1.83
C: 2.21 -1.01 0.07
O: 3.12 -1.75 0.00
C: -2.01 -0.78 0.98
H: -2.85 -1.05 1.63
C: -0.16 -2.13 2.96
C: -0.96 0.84 3.31
C: 0.47 -0.29 -3.60
C: 2.76 1.58 -2.72
C: 0.92 -2.97 2.25
H: 1.93 -2.58 2.45
H: 0.87 -4.00 2.66
H: 0.77 -3.03 1.17
C: 0.31 -1.92 4.40
H: 1.25 -1.37 4.46
H: -0.45 -1.42 5.01
H: 0.48 -2.91 4.84
C: -1.44 -2.97 2.99
H: -1.31 -3.73 3.78
H: -2.34 -2.40 3.25
H: -1.60 -3.49 2.04
C: 0.27 1.11 4.21
H: 1.21 0.82 3.71
H: 0.35 2.17 4.47
H: 0.23 0.55 5.15
C: -1.36 2.11 2.53
H: -0.68 2.30 1.68
H: -2.37 2.02 2.12
H: -1.32 3.01 3.17
C: -2.17 0.36 4.15
H: -2.64 -0.56 3.78
H: -1.90 0.19 5.20
H: -2.95 1.14 4.13
C: 3.80 0.45 -2.88
H: 4.75 0.90 -3.19
H: 3.96 -0.10 -1.94
H: 3.50 -0.27 -3.66
C: 3.26 2.57 -1.67
H: 2.54 3.38 -1.50
H: 3.47 2.09 -0.71
H: 4.19 3.04 -2.01
C: 2.66 2.40 -4.03
H: 1.70 2.93 -4.14
H: 3.45 3.16 -4.02
H: 2.84 1.78 -4.92
C: -1.07 -0.34 -3.59
H: -1.52 0.62 -3.89
H: -1.41 -1.09 -4.32
H: -1.46 -0.62 -2.60
C: 1.05 -1.71 -3.40
H: 0.30 -2.39 -2.97
H: 1.38 -2.12 -4.37
H: 1.93 -1.75 -2.73
C: 0.84 0.20 -5.01
H: 0.54 1.24 -5.20
H: 1.91 0.09 -5.24
H: 0.30 -0.42 -5.74
Os: 0.71 0.02 0.09
N: -0.37 -1.71 -0.53
C: -1.52 -1.89 -0.04
C: -2.50 -3.05 -0.51
C: -3.80 -3.04 0.28
C: -2.89 -2.80 -1.96
C: -1.80 -4.43 -0.37
H: -3.64 -3.19 1.35
H: -4.34 -2.10 0.12
H: -4.43 -3.85 -0.09
H: -2.02 -2.83 -2.62
H: -3.61 -3.56 -2.28
H: -3.38 -1.82 -2.05
H: -2.47 -5.14 0.15
H: -1.58 -4.83 -1.36
H: -0.86 -4.37 0.19
C: 2.41 2.84 3.00
P: 1.89 1.86 1.46
C: 1.27 3.53 0.72
C: 3.74 1.34 1.45
H: 1.62 3.42 3.48
H: 3.15 3.56 2.60
H: 2.90 2.23 3.77
H: 2.11 4.07 0.27
H: 0.85 4.15 1.54
H: 0.43 3.37 0.04
H: 4.40 2.18 1.71
H: 3.79 0.58 2.25
H: 4.10 0.88 0.52

Values from the calculation:
<S²>: 6.03
Lowest unoccupied orbital energy (alpha / beta): -8.66 / -13.19 eV
2S+1: 5
Relative energy (zero: lowest compared OMol25 entry of this formula, charge and spin): 122.5 kJ/mol
Net charge: +3
Kohn-Sham gap (alpha / beta): 6.2 / 5.1 eV

---

Record 2
A structure of composition C32H60O26PS4Tl. Source: the OMol25 dataset; level of theory: ωB97M-V/def2-TZVPD.

Cartesian coordinates (Å):
Tl: -0.12 -3.22 4.32
P: 0.10 -0.39 0.06
O: -1.15 -1.24 0.24
O: 1.21 -1.53 0.09
O: 0.23 0.30 1.46
O: -0.02 0.55 -1.20
C: 4.49 -7.43 -0.60
C: 5.61 -6.55 -0.12
C: 5.80 -6.55 1.38
O: 7.19 -6.69 1.58
C: 7.78 -6.97 0.45
O: 8.92 -7.45 0.38
O: 6.91 -6.90 -0.58
H: 4.49 -7.51 -1.69
H: 3.53 -6.99 -0.34
H: 4.50 -8.47 -0.27
H: 5.42 -5.51 -0.39
H: 5.15 -7.24 1.93
H: 5.54 -5.52 1.63
C: -2.42 2.37 -8.17
C: -1.52 3.63 -7.84
C: -0.26 3.43 -7.00
O: 0.75 4.17 -7.71
C: 0.36 4.48 -8.89
O: 1.02 4.91 -9.82
O: -0.95 4.06 -9.04
H: -2.65 1.86 -7.24
H: -1.84 1.67 -8.78
H: -3.34 2.72 -8.65
H: -2.06 4.50 -7.49
H: -0.10 2.36 -6.88
H: -0.53 3.79 -6.01
C: -0.49 7.99 -0.57
C: -0.69 7.10 0.65
C: 0.61 7.01 1.44
O: 0.28 7.56 2.62
C: -0.99 7.95 2.66
O: -1.53 8.45 3.63
O: -1.55 7.75 1.48
H: -1.42 8.09 -1.12
H: 0.16 7.53 -1.32
H: -0.17 8.99 -0.28
H: -0.98 6.08 0.42
H: 1.36 7.65 0.97
H: 0.92 5.97 1.54
C: -6.33 -0.34 -2.92
C: -6.32 0.57 -1.66
C: -5.39 1.78 -1.71
O: -6.17 2.84 -1.27
C: -7.47 2.44 -1.16
O: -8.35 3.20 -0.87
O: -7.60 1.11 -1.57
H: -6.49 0.15 -3.88
H: -7.00 -1.20 -2.83
H: -5.36 -0.84 -2.98
H: -6.01 -0.09 -0.85
H: -5.16 2.12 -2.72
H: -4.45 1.72 -1.16
C: -0.58 -5.22 -4.30
C: -0.07 -3.86 -4.86
C: 1.48 -3.79 -4.79
O: 1.83 -3.76 -6.18
C: 0.74 -3.64 -6.99
O: 0.69 -3.55 -8.21
O: -0.34 -3.90 -6.25
H: -0.08 -6.04 -4.81
H: -1.64 -5.45 -4.44
H: -0.36 -5.33 -3.24
H: -0.48 -3.04 -4.28
H: 1.79 -4.74 -4.35
H: 1.78 -2.87 -4.30
C: 6.24 1.67 -1.93
C: 5.46 2.64 -2.82
C: 4.70 3.71 -1.99
O: 5.07 4.89 -2.67
C: 5.92 4.66 -3.60
O: 6.28 5.51 -4.44
O: 6.35 3.41 -3.60
H: 6.73 1.04 -2.67
H: 5.50 1.13 -1.34
H: 7.07 2.17 -1.42
H: 4.66 2.15 -3.37
H: 5.02 3.69 -0.95
H: 3.62 3.53 -1.98
C: -7.27 -7.62 3.06
S: -6.44 -6.03 2.56
O: -5.05 -5.96 3.25
C: -5.93 -6.58 0.86
H: -7.97 -7.50 3.88
H: -6.48 -8.35 3.25
H: -8.00 -7.80 2.27
H: -6.76 -7.03 0.32
H: -5.18 -7.37 0.86
H: -5.55 -5.77 0.23
C: -6.99 0.02 5.40
S: -5.36 0.74 5.87
O: -4.54 -0.58 5.90
C: -4.91 1.67 4.32
H: -7.69 0.85 5.30
H: -7.37 -0.67 6.15
H: -6.95 -0.49 4.44
H: -5.65 2.35 3.89
H: -4.68 1.00 3.50
H: -4.03 2.29 4.45
C: 0.23 1.73 11.04
S: 0.99 1.18 9.47
O: 0.21 -0.11 9.15
C: 0.37 2.51 8.35
H: 0.05 2.80 11.06
H: 0.81 1.21 11.81
H: -0.77 1.30 10.97
H: -0.71 2.52 8.51
H: 0.58 2.48 7.28
H: 0.62 3.53 8.65
C: 7.84 -0.97 4.45
S: 6.30 -0.29 5.29
O: 5.19 -1.28 5.04
C: 6.02 0.99 3.92
H: 8.06 -1.96 4.84
H: 8.74 -0.36 4.40
H: 7.49 -1.30 3.47
H: 5.37 0.50 3.19
H: 6.96 1.25 3.43
H: 5.54 1.88 4.33

Values from the calculation:
Lowest unoccupied orbital energy: -3.75 eV
2S+1: 1
Relative energy (zero: lowest compared OMol25 entry of this formula, charge and spin): 72.2 kJ/mol
Net charge: 0
Kohn-Sham gap: 5.6 eV

---

Record 3
A cluster of 10 separate species, C32H61NO27 in total. Source: the OMol25 dataset; level of theory: ωB97M-V/def2-TZVPD.

Cartesian coordinates (Å):
C: -3.89 2.42 3.86
C: -2.39 2.55 3.74
C: -1.69 2.23 2.34
O: -0.74 3.25 2.38
C: -0.99 4.16 3.22
O: -0.46 5.24 3.26
O: -2.05 3.89 3.97
H: -4.50 3.28 3.47
H: -4.10 2.32 4.94
H: -4.31 1.63 3.38
H: -1.80 1.99 4.48
H: -2.20 2.34 1.46
H: -1.33 1.24 2.19
C: -3.02 -1.06 -2.14
O: -3.55 0.24 -2.12
C: -3.66 1.06 -3.20
O: -3.03 0.84 -4.41
O: -4.48 2.06 -2.97
C: -4.70 3.11 -3.94
H: -3.88 -1.53 -1.69
H: -2.07 -1.28 -1.67
H: -3.03 -1.34 -3.20
H: -5.45 2.70 -4.69
H: -3.75 3.32 -4.50
H: -5.02 4.12 -3.52
C: 1.56 -4.65 3.18
O: 1.88 -5.25 2.04
C: 2.33 -4.68 1.00
O: 2.61 -3.30 0.91
O: 2.36 -5.36 -0.16
C: 2.75 -4.64 -1.31
H: 2.50 -4.72 3.77
H: 0.87 -5.12 3.88
H: 1.30 -3.64 2.94
H: 2.02 -3.85 -1.50
H: 2.87 -5.29 -2.22
H: 3.74 -4.08 -1.22
C: 4.58 -0.87 2.72
O: 5.61 -1.79 2.29
C: 5.50 -2.34 1.03
O: 5.07 -1.65 -0.06
O: 6.08 -3.62 0.87
C: 6.60 -4.00 -0.40
H: 4.37 -0.07 1.99
H: 4.74 -0.62 3.80
H: 3.61 -1.39 2.86
H: 7.15 -3.15 -0.79
H: 5.90 -4.25 -1.08
H: 7.12 -4.96 -0.40
C: 6.49 -4.42 -6.01
O: 5.89 -3.12 -5.66
C: 5.38 -2.78 -4.40
O: 5.41 -3.65 -3.34
O: 4.89 -1.62 -4.33
C: 4.58 -1.04 -3.05
H: 6.39 -4.70 -7.09
H: 5.91 -5.13 -5.42
H: 7.48 -4.38 -5.64
H: 3.53 -1.38 -2.94
H: 4.52 -0.03 -3.05
H: 5.27 -1.49 -2.33
C: -0.91 -1.88 2.71
O: -2.04 -1.07 2.78
C: -2.99 -1.17 1.76
O: -2.82 -2.09 0.67
O: -4.10 -0.52 1.97
C: -5.11 -0.39 0.99
H: 0.05 -1.37 2.92
H: -0.80 -2.20 1.69
H: -0.90 -2.83 3.25
H: -4.86 -0.78 0.06
H: -5.48 0.55 0.97
H: -5.92 -1.02 1.29
C: -0.95 3.18 -1.18
O: 0.16 2.30 -1.36
C: 0.14 1.12 -0.91
O: -0.85 0.53 -0.12
O: 1.28 0.41 -1.25
C: 1.47 -0.92 -0.89
H: -0.87 3.90 -2.06
H: -0.84 3.76 -0.26
H: -1.87 2.54 -1.13
H: 1.04 -1.05 0.10
H: 2.57 -1.16 -0.86
H: 0.94 -1.66 -1.57
C: -7.52 5.67 3.10
O: -6.73 4.56 2.71
C: -6.21 4.42 1.43
O: -6.66 5.41 0.43
O: -5.41 3.44 1.17
C: -4.89 3.13 -0.09
H: -8.27 5.92 2.36
H: -7.02 6.55 3.43
H: -8.08 5.35 3.89
H: -4.89 2.01 -0.30
H: -3.79 3.44 -0.14
H: -5.35 3.66 -1.01
C: 2.08 1.67 2.19
O: 2.66 1.24 3.45
C: 1.81 1.06 4.50
O: 0.40 0.95 4.35
O: 2.42 0.87 5.69
C: 1.61 0.56 6.72
H: 1.37 0.86 1.84
H: 2.82 1.99 1.37
H: 1.45 2.50 2.39
H: 1.05 -0.36 6.48
H: 0.71 1.26 6.71
H: 1.98 0.56 7.75
C: 1.29 1.31 -4.81
C: -0.08 0.82 -5.03
C: -0.40 -0.51 -4.21
C: 0.81 -1.46 -4.27
N: 1.73 -2.16 -4.30
H: 2.01 0.67 -5.29
H: 1.57 1.45 -3.76
H: 1.46 2.28 -5.20
H: -0.39 0.73 -6.11
H: -0.81 1.58 -4.66
H: -1.33 -1.03 -4.56
H: -0.50 -0.35 -3.22

Values from the calculation:
Lowest unoccupied orbital energy: 0.33 eV
2S+1: 1
Relative energy (zero: lowest compared OMol25 entry of this formula, charge and spin): 381.3 kJ/mol
SMILES: C[C@H]1COC(=O)O1.COC(=O)OC.COC(=O)OC.COC(=O)OC.COC(=O)OC.COC(=O)OC.COC(=O)OC.COC(=O)OC.COC(=O)OC.CCCC#N
Net charge: 0
Kohn-Sham gap: 10.0 eV

---

Record 4
A structure of composition C32H62As3BrF6HgN4O3Si3. Source: the OMol25 dataset; level of theory: ωB97M-V/def2-TZVPD.

Cartesian coordinates (Å):
Hg: 6.43 -11.09 18.60
C: 9.16 -14.43 21.93
As: 8.43 -12.71 21.33
C: 8.96 -11.82 22.94
C: 9.91 -12.19 20.13
C: 11.16 -12.18 20.68
C: 12.23 -11.90 19.88
C: 12.04 -11.89 18.51
C: 10.83 -12.21 17.92
C: 9.72 -12.28 18.73
As: 8.09 -12.69 17.87
C: 7.37 -14.34 18.58
C: 8.52 -13.12 16.05
H: 10.22 -14.49 22.07
H: 8.85 -15.25 21.30
H: 8.76 -14.63 22.94
H: 9.86 -12.18 23.44
H: 8.08 -11.92 23.57
H: 9.05 -10.77 22.84
H: 11.33 -12.15 21.77
H: 13.15 -11.64 20.37
H: 12.81 -11.71 17.77
H: 10.77 -12.38 16.86
H: 6.86 -14.08 19.50
H: 8.17 -15.03 18.72
H: 6.69 -14.75 17.84
H: 8.93 -14.12 15.89
H: 9.21 -12.43 15.59
H: 7.61 -13.03 15.43
N: 6.26 -10.29 13.23
C: 5.61 -9.02 12.69
C: 4.79 -9.38 11.38
C: 5.73 -9.62 10.14
N: 6.37 -11.01 10.26
C: 6.70 -8.43 10.02
C: 7.52 -8.10 11.28
N: 8.38 -9.21 11.70
C: 6.54 -7.87 12.43
H: 7.01 -10.09 13.91
H: 6.67 -10.81 12.44
H: 5.48 -10.90 13.73
H: 4.90 -8.71 13.48
H: 4.27 -8.45 11.18
H: 4.09 -10.17 11.62
H: 5.17 -9.71 9.20
H: 7.34 -10.95 9.99
H: 5.93 -11.58 9.56
H: 6.08 -7.57 9.65
H: 7.40 -8.65 9.16
H: 8.10 -7.20 11.10
H: 9.11 -8.82 12.30
H: 8.81 -9.62 10.85
H: 5.97 -6.96 12.19
H: 7.16 -7.67 13.36
C: 8.46 -8.29 20.18
O: 7.70 -9.30 20.79
Si: 6.04 -9.29 21.00
C: 6.02 -10.45 22.47
C: 5.67 -7.57 21.66
C: 5.07 -9.77 19.47
Si: 4.72 -8.33 18.31
C: 4.49 -8.83 16.57
C: 6.01 -7.02 18.03
C: 3.24 -7.45 18.97
Si: 3.55 -10.79 19.84
C: 2.70 -10.07 21.35
C: 4.03 -12.52 20.31
C: 2.18 -10.84 18.58
H: 8.19 -7.26 20.51
H: 8.41 -8.38 19.11
H: 9.51 -8.49 20.46
H: 6.80 -10.00 23.14
H: 6.18 -11.47 22.24
H: 5.13 -10.40 23.02
H: 6.22 -7.41 22.63
H: 4.68 -7.62 22.07
H: 5.75 -6.68 21.06
H: 5.27 -9.44 16.09
H: 3.62 -9.53 16.44
H: 4.23 -7.99 15.92
H: 7.00 -7.31 17.88
H: 5.93 -6.24 18.79
H: 5.65 -6.64 17.08
H: 2.29 -7.95 18.77
H: 3.22 -6.47 18.53
H: 3.27 -7.25 20.01
H: 3.00 -10.53 22.30
H: 1.65 -10.42 21.24
H: 2.68 -9.00 21.46
H: 3.18 -13.00 20.81
H: 4.92 -12.56 21.00
H: 4.14 -13.22 19.48
H: 1.54 -9.95 18.55
H: 1.67 -11.80 18.66
H: 2.71 -10.90 17.66
F: 8.65 -9.65 17.27
As: 9.43 -8.91 15.87
F: 8.60 -10.18 14.92
F: 10.74 -10.06 15.96
F: 10.26 -7.83 16.94
F: 10.04 -8.15 14.44
F: 8.06 -7.87 15.58
Br: -0.98 -13.26 15.24
C: 0.75 -13.39 16.04
C: 0.99 -14.22 17.10
N: 2.26 -14.33 17.53
C: 3.20 -13.71 16.87
C: 3.05 -12.89 15.78
C: 1.75 -12.79 15.30
C: 4.32 -12.12 15.34
O: 5.26 -12.01 16.16
O: 4.31 -11.60 14.19
H: 0.14 -14.64 17.58
H: 4.18 -13.77 17.27
H: 1.50 -12.33 14.33

Values from the calculation:
Lowest unoccupied orbital energy: 0.51 eV
2S+1: 1
Net charge: 0
Kohn-Sham gap: 9.4 eV

---

no.,strongest force on any atom (eV Å⁻¹),energy (eV)
1,8.01,-69489.5409
2,6.56,-144704.4138
3,10.07,-90930.6120
4,3.29,-342971.2569